Model a:
DFT (wB97M-V/def2-TZVPD) results for a 2-piece molecular cluster, C5H7FO overall.

Properties
E_HOMO (alpha / beta) = -8.727 / -8.265 eV
LUMO energy (alpha / beta) = 0.48 / 0.19 eV
Frontier orbital gap (alpha / beta) = 9.20 / 8.46 eV

Geometry as ORCA input:
```
! RIJCOSX wB97M-V def2-TZVPD def2/J DEFGRID3
* xyz 0 1
C -0.638 2.771 -1.635
C 0.029 1.720 -1.199
C -0.617 0.035 0.636
C 0.179 -1.124 0.212
C 0.598 -2.148 1.292
O -1.324 -0.900 0.034
F 1.197 1.318 -1.617
H -0.137 3.378 -2.360
H -1.614 2.957 -1.262
H -0.749 0.414 1.672
H 0.723 -1.148 -0.650
H 1.651 -2.426 1.207
H 0.046 -3.140 1.433
H 0.657 -1.707 2.238
*
```

Atomic partial charges in e from the Mulliken method, atoms 1 to 4: number 1, C, carries -0.6792; number 2, C, carries 0.2209; number 3, C, carries -0.1319; number 4, C, carries 0.1356

Model b:
DFT (wB97M-V/def2-TZVPD) results for one molecule with the formula C5H7FO.

Properties
E_HOMO = -9.278 eV
Structure (SMILES) = C[C@@H]1OC=C[C@H]1F
LUMO energy = 1.01 eV
Frontier orbital gap = 10.29 eV

Geometry as ORCA input:
```
! RIJCOSX wB97M-V def2-TZVPD def2/J DEFGRID3
* xyz 0 1
C 1.144 -1.109 -0.700
C 0.578 -0.377 -1.626
C 0.811 -0.507 0.641
C -0.122 0.855 0.155
C -1.499 0.578 0.629
O 0.039 0.820 -1.216
F 1.917 -0.228 1.377
H 1.615 -2.078 -0.502
H 0.612 -0.414 -2.713
H 0.165 -1.206 1.282
H 0.261 1.805 0.524
H -1.702 -0.455 0.380
H -2.189 1.334 0.082
H -1.631 0.980 1.687
*
```

Atomic partial charges in e from the Mulliken method, atoms 1 to 4: number 1, C, carries -0.2337; number 2, C, carries -0.4124; number 3, C, carries 0.1575; number 4, C, carries 0.1434

Model c:
DFT (wB97M-V/def2-TZVPD) results for one molecule with the formula C5H7FO.

Properties
E_HOMO = -9.416 eV
Structure (SMILES) = F/C=C1\CCOC1
LUMO energy = 0.90 eV
Frontier orbital gap = 10.31 eV

Geometry as ORCA input:
```
! RIJCOSX wB97M-V def2-TZVPD def2/J DEFGRID3
* xyz 0 1
C -1.893 0.543 0.003
C -0.651 0.319 0.075
C -0.035 -1.088 -0.173
C 1.441 -0.902 0.165
C 0.513 1.270 -0.020
H -2.186 1.499 0.093
H -0.359 -1.422 -1.121
H -0.412 -1.823 0.433
H 1.658 -1.148 1.222
H 2.134 -1.543 -0.520
H 0.611 2.072 0.875
H 0.451 2.016 -0.929
O 1.692 0.525 -0.118
F -2.962 -0.319 0.015
*
```

Atomic partial charges in e from the Mulliken method, atoms 1 to 4: number 1, C, carries -0.3922; number 2, C, carries 0.3778; number 3, C, carries -0.7682; number 4, C, carries -0.3156

In terms of stability, model b leads; the second structure lies 49.0 kJ/mol higher.

Model a:
DFT (wB97M-V/def2-TZVPD) results for one molecule with the formula C2H4N6.

Properties
E_HOMO = -9.223 eV
Structure (SMILES) = [H]/N=c1/nc(N)nn[nH]1
LUMO energy = -0.53 eV
Frontier orbital gap = 8.70 eV

Geometry as ORCA input:
```
! RIJCOSX wB97M-V def2-TZVPD def2/J DEFGRID3
* xyz 0 1
C -0.523 0.974 0.367
C 1.151 -0.612 -0.166
H -2.364 1.543 1.500
H -0.789 2.726 1.453
H 0.600 -1.984 -1.670
H 2.605 -2.078 0.447
N -1.300 1.938 0.955
N -1.581 0.039 -0.107
N -1.070 -1.039 -0.711
N 0.352 -1.104 -1.086
N 2.282 -0.964 0.368
N 0.771 0.790 0.162
*
```

Atomic partial charges in e from the Mulliken method, atoms 1 to 4: number 1, C, carries 0.4386; number 2, C, carries 0.3597; number 3, H, carries 0.3621; number 4, H, carries 0.2743

Model b:
DFT (wB97M-V/def2-TZVPD) results for C2H4N6 as an isolated structure.

Properties
E_HOMO = -9.394 eV
LUMO energy = -1.47 eV
Frontier orbital gap = 7.93 eV

Geometry as ORCA input:
```
! RIJCOSX wB97M-V def2-TZVPD def2/J DEFGRID3
* xyz 0 1
C -1.075 -0.274 -0.125
C 1.150 -0.408 0.000
H -3.197 -0.256 -0.862
H -2.561 -1.949 -0.156
H 2.060 1.491 0.365
H 2.531 -2.014 -0.703
N -2.326 -0.781 0.547
N -1.056 1.165 -0.303
N 0.034 1.642 -0.221
N 1.171 0.935 0.531
N 2.314 -0.935 -0.039
N -0.034 -1.051 -0.215
*
```

Atomic partial charges in e from the Mulliken method, atoms 1 to 4: number 1, C, carries 0.3975; number 2, C, carries 0.4527; number 3, H, carries 0.2871; number 4, H, carries 0.3424

Model c:
DFT (wB97M-V/def2-TZVPD) results for C2H4N6 as an isolated structure.

Properties
E_HOMO = -8.770 eV
LUMO energy = -1.48 eV
Frontier orbital gap = 7.29 eV

Geometry as ORCA input:
```
! RIJCOSX wB97M-V def2-TZVPD def2/J DEFGRID3
* xyz 0 1
C 0.009 -0.531 0.494
C 0.573 -0.695 -2.172
H 0.116 2.081 2.580
H -1.433 0.950 2.377
H 0.283 -1.079 -3.337
H -0.744 1.234 -0.011
N -0.414 1.073 1.808
N 0.245 -0.281 1.836
N 0.815 -1.662 -0.007
N 1.091 -1.691 -1.372
N -0.262 0.263 -1.767
N -0.280 0.336 -0.430
*
```

Atomic partial charges in e from the Mulliken method, atoms 1 to 4: number 1, C, carries 0.5528; number 2, C, carries 0.0981; number 3, H, carries 0.2994; number 4, H, carries 0.2744

In terms of stability, model a leads; the second structure lies 311.4 kJ/mol higher.

Model a:
DFT (wB97M-V/def2-TZVPD) results for one molecule with the formula C3H5NS2.

Properties
E_HOMO = -7.810 eV
Structure (SMILES) = S[C@@H]1C=CSN1
LUMO energy = 0.71 eV
Frontier orbital gap = 8.52 eV

Geometry as ORCA input:
```
! RIJCOSX wB97M-V def2-TZVPD def2/J DEFGRID3
* xyz 0 1
C 0.168 0.955 0.055
C -0.927 0.904 0.742
C 0.444 -0.254 -0.732
N -0.855 -0.885 -0.996
S -1.806 -0.581 0.405
S 1.567 -1.256 0.530
H 0.890 1.758 0.275
H -1.408 1.635 1.394
H 0.958 -0.170 -1.722
H -0.806 -1.920 -1.261
H 1.773 -0.185 1.312
*
```

Atomic partial charges in e from the Mulliken method, atoms 1 to 4: number 1, C, carries -1.1067; number 2, C, carries 0.0202; number 3, C, carries 0.2176; number 4, N, carries -0.4219

Model b:
DFT (wB97M-V/def2-TZVPD) results for one molecule with the formula C3H5NS2.

Properties
E_HOMO = -8.458 eV
Structure (SMILES) = N/C=C/C(=S)S
LUMO energy = -0.52 eV
Frontier orbital gap = 7.93 eV

Geometry as ORCA input:
```
! RIJCOSX wB97M-V def2-TZVPD def2/J DEFGRID3
* xyz 0 1
C -0.471 -0.559 -0.836
C 0.439 -0.054 -0.005
C 0.063 0.278 1.341
H -1.071 -0.597 -2.752
H 0.454 -0.108 -2.515
H -1.437 -0.735 -0.387
H 1.409 0.339 -0.308
H 0.895 1.124 3.395
N -0.226 -0.831 -2.209
S 1.291 1.314 2.142
S -1.347 -0.171 2.134
*
```

Atomic partial charges in e from the Mulliken method, atoms 1 to 4: number 1, C, carries -0.1071; number 2, C, carries -0.4211; number 3, C, carries 0.3714; number 4, H, carries 0.2885

In terms of stability, model b leads; the second structure lies 72.0 kJ/mol higher.

Model a:
DFT (wB97M-V/def2-TZVPD) results for a 2-piece molecular cluster, C2H3NS overall.

Properties
E_HOMO (alpha / beta) = -9.204 / -9.215 eV
LUMO energy (alpha / beta) = -3.47 / -3.47 eV
Frontier orbital gap (alpha / beta) = 5.74 / 5.75 eV

Geometry as ORCA input:
```
! RIJCOSX wB97M-V def2-TZVPD def2/J DEFGRID3
* xyz 0 1
C -2.723 -0.567 0.585
C -1.999 0.346 0.282
N 1.674 0.473 -0.094
S -1.093 1.579 -0.414
H -2.882 -1.462 1.073
H 1.126 -0.089 -0.702
H 1.656 0.067 0.846
*
```

Atomic partial charges in e from the Mulliken method, atoms 1 to 4: number 1, C, carries 0.0517; number 2, C, carries -0.3185; number 3, N, carries -0.4303; number 4, S, carries -0.1281

Model b:
DFT (wB97M-V/def2-TZVPD) results for one molecule with the formula C2H3NS.

Properties
E_HOMO (alpha / beta) = -7.655 / -7.495 eV
LUMO energy (alpha / beta) = -0.13 / -0.34 eV
Frontier orbital gap (alpha / beta) = 7.53 / 7.16 eV

Geometry as ORCA input:
```
! RIJCOSX wB97M-V def2-TZVPD def2/J DEFGRID3
* xyz 0 1
C 1.149 -0.660 -0.177
C -0.694 0.533 0.073
N -0.150 -0.674 0.097
S 2.322 0.384 0.086
H -0.163 1.390 0.218
H -1.754 0.585 -0.238
H -0.710 -1.557 -0.059
*
```

Atomic partial charges in e from the Mulliken method, atoms 1 to 4: number 1, C, carries 0.1192; number 2, C, carries -0.5855; number 3, N, carries -0.1099; number 4, S, carries -0.2890

Model c:
DFT (wB97M-V/def2-TZVPD) results for one molecule with the formula C2H3NS.

Properties
E_HOMO = -8.649 eV
Structure (SMILES) = S=C1CN1
LUMO energy = 0.14 eV
Frontier orbital gap = 8.79 eV

Geometry as ORCA input:
```
! RIJCOSX wB97M-V def2-TZVPD def2/J DEFGRID3
* xyz 0 1
C -0.810 -0.052 0.117
C 0.583 0.500 -0.051
N 0.257 -0.889 0.360
S -2.360 0.191 0.192
H 0.993 0.525 -1.074
H 1.063 1.262 0.861
H 0.273 -1.537 -0.407
*
```

Atomic partial charges in e from the Mulliken method, atoms 1 to 4: number 1, C, carries 0.1934; number 2, C, carries -0.1383; number 3, N, carries -0.3856; number 4, S, carries -0.3716

In terms of stability, model c leads; the second structure lies 110.2 kJ/mol higher.

Model a:
DFT (wB97M-V/def2-TZVPD) results for an isolated ion of composition C7H13N2 and charge +1.

Properties
E_HOMO = -13.750 eV
Structure (SMILES) = CCn1cc(C)c[n+]1C
LUMO energy = -3.80 eV
Frontier orbital gap = 9.95 eV

Geometry as ORCA input:
```
! RIJCOSX wB97M-V def2-TZVPD def2/J DEFGRID3
* xyz 1 1
C 0.855 1.105 -0.562
C 1.345 -0.862 0.302
C 1.915 0.282 -0.334
C 3.326 0.337 -0.372
C -2.699 0.937 0.416
C -0.970 -1.757 0.873
C -1.683 0.579 -0.741
N -0.424 0.364 -0.143
N 0.035 -0.807 0.403
H 0.801 2.113 -0.942
H 1.908 -1.827 0.454
H 3.843 -0.442 0.303
H 3.804 0.191 -1.478
H 3.865 1.314 -0.179
H -2.180 1.126 1.277
H -3.401 0.136 0.473
H -3.132 1.889 0.096
H -0.425 -2.573 1.403
H -1.719 -1.181 1.492
H -1.450 -1.951 -0.154
H -1.591 1.362 -1.394
H -2.024 -0.331 -1.195
*
```

Atomic partial charges in e from the Mulliken method, atoms 1 to 4: number 1, C, carries -0.6860; number 2, C, carries -0.0169; number 3, C, carries 0.6656; number 4, C, carries -1.2791

Model b:
DFT (wB97M-V/def2-TZVPD) results for an isolated ion of composition C7H13N2 and charge +1.

Properties
E_HOMO = -12.818 eV
Structure (SMILES) = C=N/C=C\[N@H+](C)/C=C/C
LUMO energy = -3.57 eV
Frontier orbital gap = 9.25 eV

Geometry as ORCA input:
```
! RIJCOSX wB97M-V def2-TZVPD def2/J DEFGRID3
* xyz 1 1
C -0.262 -1.717 -1.447
C 1.028 -1.455 -1.035
C -1.280 2.128 1.467
C -0.232 1.401 0.589
C -0.021 0.104 0.501
C -2.309 -0.512 -1.764
C 2.265 -0.556 0.947
N -1.383 -1.056 -1.097
N 1.236 -0.263 -0.149
H -0.170 -2.690 -1.981
H 1.785 -2.081 -1.385
H -0.742 2.667 2.312
H -1.801 1.481 2.162
H 0.428 1.993 0.064
H -0.453 -0.639 1.033
H -2.253 -0.578 -2.779
H -3.018 0.177 -1.293
H -1.935 2.805 0.946
H 2.274 0.293 1.692
H 2.014 -1.461 1.545
H 3.147 -0.566 0.448
H 1.683 0.525 -0.776
*
```

Atomic partial charges in e from the Mulliken method, atoms 1 to 4: number 1, C, carries 0.0064; number 2, C, carries -0.6241; number 3, C, carries -1.2801; number 4, C, carries -0.0913

Model c:
DFT (wB97M-V/def2-TZVPD) results for an isolated ion of composition C7H13N2 and charge +1.

Properties
E_HOMO = -13.893 eV
Structure (SMILES) = CC(C)(C)c1[nH]cc[nH+]1
LUMO energy = -3.03 eV
Frontier orbital gap = 10.86 eV

Geometry as ORCA input:
```
! RIJCOSX wB97M-V def2-TZVPD def2/J DEFGRID3
* xyz 1 1
C -2.964 0.708 -0.165
C -2.986 -0.610 0.192
C -0.833 -0.049 -0.013
C 1.052 0.874 -1.140
C 1.135 -1.465 -0.179
C 0.941 0.620 1.346
C 0.579 -0.049 -0.040
N -1.622 1.104 -0.197
N -1.674 -1.009 0.238
H -3.704 1.469 -0.144
H -3.809 -1.440 0.105
H -1.491 2.157 -0.302
H 1.091 1.882 -0.712
H 0.192 0.877 -1.892
H 2.017 0.554 -1.608
H 0.773 -2.219 0.639
H 0.659 -1.794 -1.181
H 2.252 -1.661 -0.091
H 0.523 0.082 2.264
H 0.499 1.590 1.300
H 2.084 0.743 1.503
H -1.428 -1.963 0.307
*
```

Atomic partial charges in e from the Mulliken method, atoms 1 to 4: number 1, C, carries -0.3305; number 2, C, carries -0.3274; number 3, C, carries -0.2328; number 4, C, carries -1.4279

In terms of stability, model c leads; the second structure lies 183.2 kJ/mol higher.

Model a:
DFT (wB97M-V/def2-TZVPD) results for one molecule with the formula CH2Cl2.

Properties
E_HOMO = -10.881 eV
Structure (SMILES) = ClCCl
LUMO energy = 0.96 eV
Frontier orbital gap = 11.84 eV

Geometry as ORCA input:
```
! RIJCOSX wB97M-V def2-TZVPD def2/J DEFGRID3
* xyz 0 1
C 0.025 0.658 -0.038
H 0.195 1.334 -0.758
H 0.018 1.238 0.944
Cl 1.544 -0.200 0.004
Cl -1.565 -0.183 -0.001
*
```

Atomic partial charges in e from the Mulliken method, atoms 1 to 4: number 1, C, carries -0.2773; number 2, H, carries 0.3096; number 3, H, carries 0.2482; number 4, Cl, carries -0.1401

Model b:
DFT (wB97M-V/def2-TZVPD) results for one molecule with the formula CH2Cl2.

Properties
E_HOMO = -10.987 eV
Structure (SMILES) = ClCCl
LUMO energy = 0.94 eV
Frontier orbital gap = 11.93 eV

Geometry as ORCA input:
```
! RIJCOSX wB97M-V def2-TZVPD def2/J DEFGRID3
* xyz 0 1
Cl -1.526 -0.031 -0.749
Cl 0.986 1.302 -0.426
C 0.040 -0.107 0.104
H -0.093 -0.143 1.193
H 0.593 -1.022 -0.122
*
```

Atomic partial charges in e from the Mulliken method, atoms 1 to 4: number 1, Cl, carries -0.1441; number 2, Cl, carries -0.1436; number 3, C, carries -0.2268; number 4, H, carries 0.2619

In terms of stability, model b leads; the second structure lies 35.1 kJ/mol higher.